1.
Below is 11 unconnected molecules or ions with the total composition C12H46N4O16 in a non-equilibrium geometry, with properties calculated with ωB97M-V/def2-TZVPD.

Calculated values
SMILES = NC(N)=O.NC(N)=O.OCCO.OCCO.OCCO.OCCO.OCCO.O.O.O.O
Orbital gap = 9.253 eV

Geometry (Å):
O: 3.587 1.539 5.524
O: 3.716 -3.511 -0.203
O: 0.520 0.199 -5.879
O: -1.654 -3.775 -1.797
O: 3.949 3.468 0.675
O: -0.779 -0.164 -1.260
O: -2.044 3.292 -1.210
O: -0.674 -1.580 -3.806
O: -0.703 -0.820 1.667
O: -1.561 1.449 4.359
O: -2.398 -1.564 3.837
O: -2.088 2.692 -3.812
O: -5.631 -0.501 0.475
O: -1.301 2.195 1.610
O: 1.169 0.604 4.087
O: 2.304 -5.943 0.441
N: 3.019 4.307 2.607
N: 1.706 3.508 0.908
N: -3.580 -0.829 -0.500
N: -3.793 0.559 1.271
C: 2.975 3.691 1.400
C: -4.412 -0.303 0.404
C: 2.476 0.717 3.532
C: 3.517 0.450 4.600
C: 0.210 -1.294 0.659
C: 2.556 -3.947 -0.926
C: 2.420 -5.468 -0.874
C: -3.015 3.680 -3.365
C: 0.855 -1.187 -5.682
C: 0.680 -1.673 -4.273
C: 0.387 -0.244 -0.419
C: -3.288 3.384 -1.912
H: -1.573 2.591 -1.686
H: -1.464 -1.787 3.898
H: 3.947 4.412 2.984
H: 0.907 3.841 1.411
H: -1.124 -0.929 -4.361
H: 2.223 4.745 3.017
H: 1.032 -0.273 4.462
H: -0.292 -2.095 0.109
H: -0.660 0.147 1.587
H: 3.348 -5.911 -1.279
H: -3.834 2.443 -1.780
H: 0.532 0.792 -0.102
H: -2.610 -3.738 -1.906
H: -2.047 0.641 4.572
H: 3.459 -3.513 0.726
H: -2.586 4.683 -3.470
H: -0.669 -0.765 -2.013
H: 1.146 -1.562 1.152
H: -0.646 1.158 4.197
H: 1.910 -1.249 -5.973
H: 1.265 -0.989 -3.647
H: -3.970 -1.433 -1.199
H: -0.114 0.303 -6.586
H: 2.692 -3.561 -1.935
H: 3.040 -5.600 0.955
H: -4.269 0.820 2.115
H: 3.250 -0.525 5.022
H: -2.614 -0.531 -0.582
H: 4.533 0.378 4.214
H: 2.979 1.340 6.244
H: -2.054 2.546 1.109
H: 1.586 3.199 -0.037
H: 2.554 1.729 3.139
H: 1.635 -3.552 -0.484
H: -3.894 3.692 -4.017
H: -2.420 -0.837 3.203
H: -1.932 2.775 -4.755
H: -1.366 2.610 2.481
H: -3.862 4.148 -1.388
H: 0.325 -1.697 -6.494
H: 1.657 -5.850 -1.553
H: 1.082 -2.674 -4.137
H: 2.626 0.043 2.681
H: -2.789 0.592 1.260
H: -1.320 -2.994 -2.256
H: 1.256 -0.493 -1.040

Cartesian forces (eV/Å) of the 2 atoms listed first:
-0.3 -0.8 0.3
-0.6 -0.2 0.2

---

2.
Below is a molecular structure, C2H4N6 in a non-equilibrium geometry, with properties calculated with ωB97M-V/def2-TZVPD.

Calculated values
Orbital gap (alpha / beta) = 5.744 / 6.300 eV

Geometry (Å):
N: 1.840 4.203 -1.072
N: -0.385 1.133 0.655
N: 1.557 2.738 -2.734
N: 0.945 -0.468 -0.279
N: 0.552 3.974 -1.109
N: 2.419 3.477 -2.012
C: 0.553 3.070 -2.026
C: 0.090 0.524 -0.406
H: 1.417 -0.992 -1.021
H: -0.109 1.124 1.681
H: -0.976 1.873 0.450
H: 1.314 -0.608 0.732

Cartesian forces (eV/Å) of the 2 atoms listed first:
0.5 0.2 -0.1
1.0 -0.6 2.2

---

Number 1: electronic energy -1907.66058 Ha. Number 2: electronic energy -406.87256 Ha.